23
Properties=species:S:1:pos:R:3:forces:R:3:nbo_charge:R:1 method="wB97M-V/def2-TZVPD" mol_weight_da=164.32 largest_force_ev_per_a=3.880 charge=+1 e_above_lowest_kcal_mol=19.7 smiles=CC[NH+](CC)C1(C)SS1 orbital_gap_ev=8.824
C 1.737311 0.147072 -0.402403 0.5 -1.9 -1.4 -0.1187
C 1.591014 -0.212851 -1.906087 -0.8 0.1 3.0 -0.6371
C -1.071373 1.969931 1.082440 -0.5 0.5 0.2 -0.6531
C -0.003545 -2.303373 0.869582 -0.5 -0.8 -0.9 -0.6533
C -0.293520 1.486482 -0.167456 -0.2 0.6 1.0 -0.2225
C -0.454487 -0.988576 0.214527 0.2 -0.4 1.4 -0.2295
N 0.428355 0.195889 0.285030 0.8 3.7 1.0 -0.4324
S 3.090520 1.209129 0.108466 -0.8 0.7 0.0 0.2060
S 2.893116 -0.757866 0.637336 0.4 -0.7 -0.2 0.1638
H 2.522580 -0.256749 -2.309334 2.7 -0.2 -1.2 0.2537
H 1.040696 0.486396 -2.445517 -1.0 1.5 -0.7 0.2271
H 1.116426 -1.147154 -2.022352 -0.5 -1.2 0.0 0.2274
H -2.006661 1.407828 1.332058 1.1 -0.4 -0.3 0.2404
H -0.314272 1.879920 1.956117 -1.7 1.0 -1.0 0.2109
H -1.613353 2.960349 0.908013 1.7 -0.8 0.4 0.2744
H 1.087553 -2.539686 0.996154 -0.9 0.0 -1.6 0.2427
H -0.180587 -2.341560 1.925832 -1.2 0.2 0.6 0.2389
H -0.707501 -3.046954 0.292986 2.0 0.7 1.5 0.2586
H 0.482256 2.193483 -0.521528 -0.2 -0.3 0.8 0.2334
H -0.904848 1.385139 -1.040349 -0.5 -0.9 -0.4 0.2355
H -1.406636 -0.689943 0.617331 -0.2 0.3 0.8 0.2398
H -0.757538 -1.102607 -0.785549 0.4 -0.3 -1.6 0.2251
H 0.733455 0.527795 1.269566 -0.9 -1.4 -1.3 0.4690

---

53
Properties=species:S:1:pos:R:3:forces:R:3:nbo_charge:R:1 method="wB97M-V/def2-TZVPD" mol_weight_da=580.59 s_squared=8.824 spin_multiplicity=6 largest_force_ev_per_a=0.648 charge=-2 e_above_lowest_kcal_mol=5.7 orbital_gap_ev="3.517 / 5.129"
Cr -0.220773 -0.202478 0.715274 0.1 -0.1 -0.5 0.8079
Cl 1.040289 2.922863 0.194564 0.0 0.0 0.0 0.0453
C -0.385520 3.907106 0.191644 0.1 0.0 0.0 -0.0772
C -0.197532 5.275861 0.089037 0.0 0.0 0.0 -0.2227
C -1.283202 6.135877 0.058251 0.0 0.0 0.0 -0.2694
C -2.557044 5.593465 0.133857 0.0 0.0 0.0 -0.2430
C -2.721087 4.225219 0.243888 -0.1 0.0 0.0 -0.0501
Cl -4.376239 3.656940 0.341901 0.1 0.0 0.0 -0.0307
C -1.655568 3.296252 0.279442 0.0 -0.1 0.1 -0.1852
S -1.968839 1.601392 0.403732 0.0 0.0 -0.1 -0.2472
H 0.814659 5.653187 0.027877 0.0 0.0 0.0 0.2101
H -1.140532 7.205255 -0.029881 0.0 0.0 0.0 0.1954
H -3.436114 6.223735 0.111325 0.0 0.0 0.0 0.2081
C 3.857641 -2.295051 -0.555279 0.0 0.0 -0.1 -0.6339
C 2.559212 -1.846279 0.079414 0.0 0.1 -0.1 -0.1924
S 1.984716 -0.257203 -0.424440 0.0 -0.1 0.1 -0.4070
C 1.913059 -2.663054 0.928027 -0.1 -0.1 0.1 -0.1986
C 2.438039 -4.047971 1.242841 0.0 0.0 0.0 -0.6356
S 0.396065 -2.274183 1.743997 0.0 0.1 0.1 -0.3039
H 4.389683 -1.438529 -0.969490 0.0 0.0 0.0 0.2133
H 3.680929 -3.000825 -1.377222 0.0 0.0 0.0 0.1928
H 4.518869 -2.795104 0.158575 0.0 0.0 0.0 0.1865
H 3.479448 -4.030772 1.582568 0.0 0.0 0.0 0.1865
H 2.395815 -4.704422 0.365196 0.0 0.0 0.0 0.1965
H 1.838939 -4.510298 2.027017 0.0 0.0 0.0 0.2137
S 0.475238 1.147337 3.850674 0.1 0.3 0.6 0.1068
C 0.161445 0.557425 2.471419 -0.1 -0.2 -0.3 -0.2666
C -1.713898 -5.353714 0.089205 0.1 0.0 0.0 -0.4259
N -1.890026 -4.559193 -1.141080 0.0 0.0 0.0 -0.2746
N -2.257764 -3.236741 -0.762263 0.2 0.1 0.0 -0.2797
C -1.204056 -2.327815 -1.099781 0.1 0.0 0.1 0.5238
O -1.228876 -1.088586 -0.771789 -0.4 0.0 0.0 -0.7822
C -0.251991 -3.065254 -1.777197 0.1 -0.2 -0.1 -0.3703
C -0.642589 -4.395531 -1.843266 -0.1 0.1 0.0 0.0627
C 0.030955 -5.586177 -2.402304 0.0 -0.1 0.0 -0.6377
C -3.567536 -2.983786 -0.439558 0.0 0.1 -0.1 0.1708
C -3.967860 -1.736274 0.082157 0.0 0.0 0.0 -0.1939
C -5.283896 -1.523178 0.438177 0.0 0.0 0.0 -0.2122
C -6.250777 -2.520500 0.304760 0.0 0.0 0.0 -0.3089
C -5.863082 -3.739494 -0.229866 0.1 -0.1 -0.1 -0.1983
C -4.548388 -3.976672 -0.607655 -0.1 0.0 0.1 -0.3090
H -2.644042 -5.355387 0.658489 0.0 0.0 0.0 0.1982
H -0.909453 -4.940828 0.708334 0.0 0.0 0.0 0.2111
H -1.481198 -6.381385 -0.197937 0.0 0.0 0.0 0.1784
H 0.658423 -2.624239 -2.152085 0.0 0.0 0.0 0.2356
H 0.777590 -5.274218 -3.136365 0.0 0.0 0.0 0.2116
H -0.682013 -6.253349 -2.906783 0.0 0.0 0.0 0.1875
H 0.559918 -6.202754 -1.656440 0.0 0.0 0.0 0.1812
H -3.240899 -0.946767 0.178105 0.0 0.0 0.0 0.2371
H -5.551733 -0.547329 0.826997 0.0 0.0 0.0 0.2062
H -7.275659 -2.346380 0.609306 0.0 0.0 0.0 0.1872
H -6.596049 -4.528176 -0.369309 0.0 0.0 0.0 0.1837
H -4.259523 -4.919551 -1.050670 0.0 0.0 0.0 0.2181

---

14
Properties=species:S:1:pos:R:3:forces:R:3:nbo_charge:R:1 method="wB97M-V/def2-TZVPD" mol_weight_da=88.11 largest_force_ev_per_a=1.593 e_above_lowest_kcal_mol=45.1 smiles="C=CN.NC=O" orbital_gap_ev=9.561
C -1.805361 -0.112443 1.205856 0.2 -0.1 -0.9 -0.5106
C -1.556583 0.029365 -0.108596 -0.5 0.4 0.5 -0.0010
N -0.908535 1.130002 -0.712645 -1.6 -0.1 0.1 -0.8239
H -2.015915 0.747215 1.828438 1.0 0.0 0.4 0.2015
H -1.772637 -1.121771 1.592134 -1.1 0.0 0.2 0.2140
H -2.007426 -0.659586 -0.820312 1.1 -0.6 0.0 0.1858
H -1.460162 1.398248 -1.523436 0.5 0.4 -0.1 0.3724
H -0.815759 1.901680 -0.058333 0.1 0.1 -0.1 0.3805
C 2.551204 -0.494054 0.197747 -0.2 -1.1 -0.4 0.5295
N 1.553186 -0.623711 -0.712048 0.1 0.9 0.8 -0.8402
O 2.545075 0.301590 1.106363 0.1 0.3 0.0 -0.6128
H 3.337635 -1.260115 0.054285 0.2 0.2 0.1 0.0921
H 1.544039 -1.304621 -1.444818 0.1 0.0 0.0 0.3926
H 0.811241 0.068206 -0.604637 0.0 -0.4 -0.5 0.4201